5 unconnected molecules or ions with the total composition C32H70N4O16P in a non-equilibrium geometry. Source: the Open Molecules 2025 dataset; level of theory: the ωB97M-V functional and the def2-TZVPD basis.

## Properties
Charge: +1
E_tot: -3025.04088 Ha
Frontier orbital gap: 5.04 eV

The geometry in XYZ format:
```
123
Properties=species:S:1:pos:R:3:forces:R:3
N 2.936384 -3.363835 -1.009409 -0.14 -0.79 -0.06
C 1.886657 -4.192864 -1.626507 0.02 0.36 -0.54
C 0.522986 -3.532473 -1.643166 1.34 -0.79 0.49
C -0.562459 -4.326193 -1.261822 0.31 0.30 -0.13
N -1.782496 -3.870984 -1.264801 -0.16 -0.57 0.08
N -1.904485 -2.625626 -1.647671 -2.07 0.67 0.13
P -3.571358 -1.976693 -1.706474 -1.88 1.59 -1.07
O -3.616817 -0.599018 -1.271647 1.01 0.37 0.58
O -4.562149 -2.938562 -1.006678 0.60 -0.79 0.33
O -3.962366 -2.077321 -3.237914 0.94 -0.89 0.38
C -0.956569 -1.778284 -1.994292 0.79 0.01 -0.07
C 0.348111 -2.217040 -2.006644 0.39 0.14 0.03
C 1.444963 -1.288360 -2.413084 -0.45 0.40 0.09
C 1.811971 -0.273240 -1.308128 0.37 -0.17 -0.96
C 2.941954 0.676562 -1.788293 0.50 0.34 1.31
N 3.077177 0.991076 -3.187660 -0.30 -0.13 0.43
O 3.681549 1.153423 -0.956924 -0.73 -0.75 -1.00
H 3.645431 -3.219985 -1.717570 0.18 0.19 0.14
H 3.395262 -3.949813 -0.318752 0.00 0.20 0.23
H 2.136090 -4.365477 -2.679091 -0.06 -0.16 -0.05
H 1.797518 -5.181001 -1.180413 0.10 -0.01 0.17
H -0.393155 -5.345007 -0.950932 -0.26 -0.14 0.08
H -4.602312 -2.783293 -0.049321 -0.24 -0.07 0.07
H -3.260437 -2.499479 -3.748210 -0.35 -0.12 -0.52
H -1.219309 -0.769182 -2.271903 -0.42 0.09 0.08
H 1.076207 -0.717842 -3.265187 0.05 -0.09 -0.21
H 2.302507 -1.867067 -2.725954 0.16 0.09 -0.10
H 2.152072 -0.807810 -0.428298 0.07 0.16 0.18
H 0.935562 0.329628 -1.066527 -0.02 0.10 0.14
H 3.410188 0.181768 -3.702402 0.20 0.08 -0.05
H 2.165393 1.221030 -3.572440 0.02 0.03 -0.10
C 4.765543 4.197864 -4.691848 -0.13 0.15 0.14
O 4.819263 4.534192 -3.324953 0.36 -0.08 -0.17
C 5.211848 3.465637 -2.470158 -0.01 0.45 0.02
C 6.223486 3.914220 -1.434686 0.01 0.05 0.14
O 7.512909 4.243720 -1.931896 0.04 -0.06 0.01
C 7.666313 5.401242 -2.740550 0.03 -0.04 -0.14
C 7.453583 6.726752 -2.036756 -0.17 0.10 -0.15
O 6.092430 6.940450 -1.701481 0.07 -0.29 0.26
C 5.887115 7.454035 -0.402408 -0.09 0.06 -0.19
H 3.808907 3.721308 -4.936682 0.07 -0.10 -0.11
H 4.852520 5.120873 -5.265750 -0.07 0.01 0.02
H 5.590791 3.539098 -4.981881 -0.03 -0.05 0.00
H 5.629717 2.633320 -3.044728 -0.01 0.01 -0.07
H 4.322947 3.114495 -1.954468 0.05 -0.17 0.12
H 6.387694 3.065856 -0.764960 0.05 -0.04 -0.06
H 5.826400 4.719030 -0.814331 -0.12 0.11 -0.17
H 7.060688 5.331154 -3.644985 -0.19 0.11 0.08
H 8.709121 5.378715 -3.067432 0.02 -0.02 0.08
H 7.759662 7.532462 -2.715795 0.21 -0.06 0.01
H 8.090228 6.765338 -1.146603 -0.04 -0.01 0.04
H 6.564062 6.995386 0.325320 0.04 0.04 0.00
H 4.864382 7.216559 -0.109299 -0.02 0.06 -0.06
H 6.014197 8.541389 -0.391377 0.06 0.00 0.13
C 2.736103 -5.996310 4.341307 -0.01 -0.21 0.13
O 2.840357 -7.192652 3.596036 0.17 0.33 -0.24
C 2.054184 -7.226430 2.423280 0.06 -0.23 0.19
C 2.817479 -7.792496 1.240180 -0.03 -0.14 -0.12
O 3.871311 -6.979675 0.736322 -0.12 0.16 0.00
C 5.023835 -6.786439 1.556051 0.11 0.19 0.04
C 5.875017 -8.017861 1.790460 0.00 -0.05 0.25
O 5.226667 -8.955465 2.629160 -0.26 -0.03 -0.34
C 5.333819 -10.298517 2.197613 0.04 0.05 0.20
H 1.858444 -6.024064 4.994576 -0.03 0.14 -0.02
H 3.629240 -5.911810 4.959084 -0.03 -0.07 0.03
H 2.687473 -5.115626 3.691710 -0.04 0.00 -0.02
H 1.683185 -6.225245 2.168689 0.03 0.04 0.03
H 1.191208 -7.876192 2.618328 -0.12 0.07 -0.21
H 2.106536 -7.877535 0.411632 0.01 0.06 -0.01
H 3.168256 -8.803989 1.441664 0.05 0.04 0.22
H 4.757175 -6.303063 2.495776 -0.05 -0.20 0.12
H 5.641771 -6.069741 1.008189 -0.01 -0.06 -0.09
H 6.801420 -7.706764 2.288480 0.07 0.12 -0.18
H 6.135849 -8.463966 0.824775 -0.03 -0.03 0.00
H 5.240099 -10.382217 1.110097 0.05 0.01 -0.01
H 4.517443 -10.858861 2.652259 0.04 0.02 0.08
H 6.283761 -10.733432 2.521401 0.01 -0.07 -0.12
C -3.213102 -0.400445 6.375316 -0.22 -0.04 -0.04
O -3.886405 0.301935 5.350798 0.41 -0.01 -0.12
C -3.627707 1.696963 5.332463 -0.23 -0.12 -0.03
C -3.381969 2.210926 3.928543 -0.13 0.12 -0.07
O -2.168703 1.783484 3.320121 0.04 0.01 -0.08
C -2.018979 0.421302 2.968279 0.14 -0.10 0.15
C -2.914732 -0.061951 1.843104 -0.13 -0.12 0.22
O -4.268543 -0.141948 2.242580 0.08 0.24 -0.13
C -5.179273 0.359150 1.280981 -0.14 -0.01 0.24
H -3.768487 -0.337101 7.316131 0.13 0.01 0.08
H -3.151833 -1.447050 6.075685 -0.08 0.00 0.01
H -2.194217 -0.028390 6.521564 -0.01 0.04 0.03
H -2.768198 1.946264 5.962681 0.02 -0.05 0.00
H -4.511697 2.205666 5.735434 0.10 0.19 0.01
H -3.293946 3.297765 3.997891 0.10 -0.01 0.02
H -4.235663 2.015785 3.278252 -0.05 -0.20 0.08
H -2.098629 -0.223991 3.844608 -0.23 -0.05 -0.02
H -0.986227 0.332579 2.615721 -0.01 0.08 -0.04
H -2.593977 -1.078025 1.554361 0.26 0.07 -0.08
H -2.795932 0.596400 0.977187 -0.05 0.01 0.00
H -4.786845 1.250239 0.786024 -0.01 -0.05 -0.11
H -6.095150 0.644092 1.797464 0.00 -0.12 0.05
H -5.413066 -0.404653 0.535028 -0.07 0.14 -0.14
C -9.996528 4.263211 -0.474893 0.04 -0.20 -0.10
O -8.893425 4.085115 -1.339685 0.10 0.29 0.24
C -8.712284 5.132852 -2.278654 0.03 -0.26 -0.04
C -7.258710 5.546243 -2.397746 0.10 -0.01 -0.11
O -6.713025 6.210622 -1.267737 0.04 0.02 -0.01
C -6.522821 5.484230 -0.064356 -0.14 0.07 0.11
C -5.457328 4.407145 -0.110192 -0.13 -0.16 0.09
O -5.849234 3.300475 -0.909231 0.05 0.21 -0.26
C -4.840008 2.814959 -1.766008 -0.14 -0.10 0.16
H -10.921024 3.924641 -0.953686 -0.08 0.11 0.06
H -9.821787 3.658475 0.415165 -0.01 -0.06 -0.05
H -10.102834 5.306055 -0.161234 -0.03 0.02 -0.04
H -9.313773 6.007989 -2.013568 -0.01 -0.01 0.05
H -9.047765 4.765188 -3.256521 0.01 0.20 -0.09
H -7.201425 6.277351 -3.208137 -0.03 0.06 0.06
H -6.630762 4.706737 -2.700256 -0.11 -0.16 0.12
H -7.468325 5.090641 0.310743 0.02 -0.21 -0.09
H -6.190388 6.228813 0.663520 0.06 0.03 -0.06
H -5.293009 4.038525 0.911162 0.09 0.18 0.06
H -4.521399 4.844284 -0.473923 0.00 -0.03 -0.06
H -4.256110 3.628115 -2.209714 0.03 0.01 0.05
H -5.324168 2.266718 -2.574820 -0.02 -0.07 0.06
H -4.179096 2.130834 -1.221690 0.17 0.03 -0.15
```
Positions in Å, forces in eV/Å.

Results of the Löwdin charge analysis, in e, for atoms 1 through 5: atom 1 (N): 0.047, atom 2 (C): -0.177, atom 3 (C): -0.078, atom 4 (C): -0.004, atom 5 (N): 0.135


A gas-phase ion, C2H3N2S (charge +1) in a non-equilibrium geometry. Source: the Open Molecules 2025 dataset; level of theory: the ωB97M-V functional and the def2-TZVPD basis.

## Properties
Charge: +1
SMILES string: N#CC[NH+]=S
E_tot: -585.30770 Ha
Energy relative to the best compared isomer or geometry (same formula, charge and spin): 57.0 kJ/mol
Frontier orbital gap (alpha / beta): 7.56 / 7.56 eV

The geometry in XYZ format:
```
8
Properties=species:S:1:pos:R:3:forces:R:3
C 1.227316 -1.562622 0.047084 -0.68 -0.45 0.02
C 0.293200 -0.500354 0.181305 -3.04 -3.32 1.67
N 1.945080 -2.419607 -0.116166 1.49 -1.58 -0.23
N 0.954629 0.654628 -0.234124 1.66 2.36 -0.37
S 2.458268 1.055030 0.080254 -1.85 -0.23 -0.50
H -0.722449 -0.829592 -0.346728 2.19 1.42 0.64
H 0.038486 -0.516630 1.283760 0.05 0.69 -0.88
H 0.351797 1.188475 -0.843723 0.19 1.11 -0.35
```
Positions in Å, forces in eV/Å.

Results of the Löwdin charge analysis, in e, for atoms 1 through 5: atom 1 (C): -0.287, atom 2 (C): -0.232, atom 3 (N): 0.233, atom 4 (N): -0.391, atom 5 (S): 1.150


C2H6N2OS2 in the gas phase in a non-equilibrium geometry. Source: the Open Molecules 2025 dataset; level of theory: the ωB97M-V functional and the def2-TZVPD basis.

## Properties
SMILES string: CO/C(=N/S)NS
E_tot: -1060.87013 Ha
Energy relative to the best compared isomer or geometry (same formula, charge and spin): 137.3 kJ/mol
Frontier orbital gap: 8.85 eV

The geometry in XYZ format:
```
13
Properties=species:S:1:pos:R:3:forces:R:3
C 2.325805 0.035503 -0.396339 -1.11 -0.30 0.36
C -0.050299 0.093391 0.023295 -1.06 -0.82 -0.01
H 2.596922 0.683012 0.430063 -0.27 0.23 0.19
H 3.043280 -0.777397 -0.408077 0.03 0.05 -0.53
H 2.201108 0.618587 -1.295252 0.51 0.04 -0.35
H -0.720376 -1.491586 1.049808 0.48 -0.58 0.14
H -3.173276 -1.520092 0.342104 -0.67 -0.03 0.47
H -2.058744 1.527109 0.962126 -0.09 0.05 -0.30
N -1.094769 -0.683086 0.603525 0.04 0.50 -0.51
N -0.164052 1.280927 -0.356921 0.01 0.85 -0.43
O 1.049505 -0.630120 -0.160922 1.17 -0.35 0.75
S -2.289844 -1.201207 -0.573809 0.76 0.05 -0.24
S -1.665254 2.064964 -0.219595 0.20 0.31 0.46
```
Positions in Å, forces in eV/Å.

Results of the Löwdin charge analysis, in e, for atoms 1 through 5: atom 1 (C): -0.023, atom 2 (C): -0.702, atom 3 (H): 0.089, atom 4 (H): 0.089, atom 5 (H): 0.083


2 unconnected molecules or ions with the total composition C3H11NO2 in a non-equilibrium geometry. Source: the Open Molecules 2025 dataset; level of theory: the ωB97M-V functional and the def2-TZVPD basis.

## Properties
SMILES string: CNCCO.O
E_tot: -326.08851 Ha
Energy relative to the best compared isomer or geometry (same formula, charge and spin): 112.8 kJ/mol
Frontier orbital gap: 9.65 eV

The geometry in XYZ format:
```
17
Properties=species:S:1:pos:R:3:forces:R:3
O 1.190215 2.588671 0.090876 0.87 0.56 -0.95
N 1.211636 -0.216836 0.306183 1.33 -1.31 -0.77
C 1.296280 -1.606985 -0.256136 0.17 0.65 1.11
C 0.016341 1.936712 0.423183 -1.16 -1.54 -0.94
C 0.053812 0.471204 -0.203975 -0.63 0.16 1.72
H 1.372877 2.386894 -0.850562 0.04 0.27 0.87
H 1.128617 -0.300347 1.327414 0.09 0.10 -0.66
H 1.502033 -1.657226 -1.338610 -0.07 0.43 0.46
H 0.355707 -2.145521 -0.051439 0.12 -0.14 -0.18
H 2.115638 -2.113082 0.281577 -0.35 0.05 -0.36
H -0.864800 2.460426 0.005141 0.14 -0.14 0.24
H -0.078927 1.945328 1.526037 0.09 -0.31 -0.55
H -0.756213 -0.190860 0.157931 -0.76 0.91 -0.42
H 0.034084 0.453144 -1.310655 0.20 0.35 0.45
O -3.149174 -1.211881 0.211517 0.83 -0.41 -0.73
H -2.651063 -0.680345 -0.450011 -0.54 -0.62 0.68
H -2.777061 -2.119295 0.131529 -0.38 0.98 0.04
```
Positions in Å, forces in eV/Å.

Results of the Löwdin charge analysis, in e, for atoms 1 through 5: atom 1 (O): -0.076, atom 2 (N): -0.148, atom 3 (C): -0.122, atom 4 (C): -0.264, atom 5 (C): -0.242